Record 1
{"formula": "C18H33IrN8O3P", "method": "ωB97M-V with the def2-TZVPD basis set", "charge": 4, "de_lowest_kj_mol": 0.0, "multiplicity": 6, "total_energy_ha": -1813.3087, "homo_energy_ev": [-20.071, -20.046], "symbols": ["Ir", "C", "O", "C", "C", "O", "C", "C", "O", "C", "H", "H", "H", "H", "H", "H", "H", "H", "H", "H", "H", "H", "H", "H", "C", "N", "C", "C", "N", "C", "P", "C", "N", "C", "C", "N", "C", "C", "N", "C", "C", "N", "C", "H", "H", "H", "H", "H", "H", "H", "H", "H", "H", "H", "H", "H", "H", "H", "N", "N", "H", "H", "H", "H"], "positions_angstrom": [[0.79465, -0.87508, 0.09326], [-4.37484, -1.07164, -0.95124], [-4.51328, -1.03332, 0.44800], [-4.55243, -2.20945, 1.23316], [-4.15637, -1.87797, 2.63192], [-2.75066, -1.47163, 2.76936], [-2.49024, -1.06387, 4.09585], [-1.59802, 0.14276, 4.16471], [-0.22208, -0.14400, 3.68363], [0.63692, 1.00821, 3.59484], [-4.35923, -0.00364, -1.23176], [-5.12210, -1.65236, -1.51095], [-3.36171, -1.37277, -1.31696], [-3.91118, -3.05913, 0.92965], [-5.61858, -2.57726, 1.31823], [-4.21039, -2.81178, 3.29740], [-4.80534, -1.12251, 3.07709], [-2.09309, -1.90711, 4.73058], [-3.43757, -0.80198, 4.56683], [-1.52388, 0.43733, 5.22455], [-2.03089, 0.96094, 3.59015], [0.77688, 1.39284, 4.64618], [0.17420, 1.77686, 2.93433], [1.57889, 0.62358, 3.18641], [1.12766, 0.62493, -5.28734], [0.74636, -0.10146, -4.09143], [0.27775, -1.41848, -4.10526], [0.43246, -1.87304, -2.80909], [0.86317, -0.85040, -2.02677], [1.19716, 0.15089, -2.81867], [2.20336, 1.50326, -2.28439], [1.00484, 2.10912, -1.06823], [0.23129, 1.23618, -0.35450], [-0.82486, 1.95103, 0.18012], [-0.72255, 3.26028, -0.13864], [0.44751, 3.36788, -0.87716], [1.15114, 4.65070, -1.07651], [3.17032, 0.69191, -0.94209], [2.77871, -0.22573, -0.09868], [3.86623, -0.82770, 0.46710], [4.99541, -0.26722, -0.01949], [4.55356, 0.66507, -0.96243], [5.35306, 1.20931, -1.99554], [0.52201, 0.30211, -6.14181], [2.22599, 0.55167, -5.52669], [0.97259, 1.70860, -5.15559], [-0.13783, -1.88752, -5.01202], [0.30433, -2.79267, -2.40704], [-1.63004, 1.37007, 0.51576], [-1.28427, 4.18931, 0.01723], [0.60497, 5.43475, -0.51399], [1.22886, 4.95861, -2.09090], [2.14206, 4.48678, -0.47222], [3.65425, -1.68317, 1.04815], [6.07212, -0.48362, 0.14897], [6.28692, 0.67237, -2.01568], [5.63107, 2.26795, -1.84555], [4.86798, 1.07151, -2.94774], [-0.79653, -3.30098, 0.59205], [-0.06886, -2.18861, 1.26062], [-1.70754, -3.28243, 0.95063], [-0.41790, -4.17171, 0.93102], [0.61026, -2.67696, 1.87368], [-0.76266, -1.68961, 1.89490]]}

Record 2
{"formula": "C12H24F2LiNO10S5", "method": "ωB97M-V with the def2-TZVPD basis set", "total_energy_ha": -3477.0174, "homo_energy_ev": -9.770, "symbols": ["Li", "N", "S", "O", "O", "F", "S", "O", "O", "F", "C", "C", "C", "S", "O", "O", "C", "H", "H", "H", "H", "H", "H", "H", "H", "C", "C", "C", "S", "O", "O", "C", "H", "H", "H", "H", "H", "H", "H", "H", "C", "C", "C", "S", "O", "O", "C", "H", "H", "H", "H", "H", "H", "H", "H"], "positions_angstrom": [[-0.75029, 0.53197, -0.92142], [-1.55518, 1.27712, -2.48382], [-2.02968, 0.77819, -3.88260], [-1.19888, 1.16523, -4.98813], [-3.46521, 0.75604, -4.03008], [-1.62752, -0.76689, -3.72398], [-2.29799, 2.77589, -2.56531], [-3.57744, 2.94469, -1.93534], [-1.93511, 3.62548, -3.66677], [-1.31774, 3.33299, -1.38407], [-0.69143, -4.23787, 0.99348], [-1.56387, -4.75613, -0.12805], [-1.74280, -3.58259, -1.09814], [-0.14291, -2.79022, -1.20415], [-0.37536, -1.37203, -1.10619], [0.55758, -3.41154, -2.30022], [0.49107, -3.49159, 0.36136], [-0.43134, -5.06937, 1.65121], [-1.21638, -3.54719, 1.65946], [-2.45691, -5.30290, 0.16582], [-1.01331, -5.49664, -0.72223], [-2.44170, -2.85300, -0.68250], [-2.10129, -3.84438, -2.09092], [0.82444, -2.61376, 0.92008], [1.35523, -4.15169, 0.31274], [4.55306, -0.56078, -0.37846], [3.92529, -1.16108, 0.86900], [3.08045, -0.05917, 1.52059], [2.56127, 1.06882, 0.22088], [3.09872, 2.37530, 0.50316], [1.13466, 0.96382, -0.03943], [3.49106, 0.26019, -1.12116], [4.97809, -1.32234, -1.03703], [5.47166, -0.01134, -0.15283], [4.65509, -1.64727, 1.51258], [3.27093, -1.98162, 0.55362], [3.76903, 0.49823, 2.15731], [2.22421, -0.37960, 2.10904], [3.67992, 1.07352, -1.82058], [2.76710, -0.37711, -1.63364], [-0.34759, 3.39270, 1.76896], [-1.75416, 4.00189, 1.60663], [-2.81335, 2.90952, 1.67758], [-1.97115, 1.34418, 2.12339], [-1.55498, 0.68534, 0.87711], [-2.67816, 0.61215, 3.15173], [-0.43645, 2.18927, 2.70469], [0.30499, 4.09298, 2.29395], [0.09344, 3.22457, 0.79471], [-1.76788, 4.43322, 0.60832], [-1.88429, 4.80133, 2.33248], [-3.36347, 2.66457, 0.76892], [-3.53822, 3.05914, 2.47724], [0.33739, 1.42833, 2.66867], [-0.58262, 2.52142, 3.73236]]}

Q: Number 1 is which compound?
A: C18H33IrN8O3P